Record 1
Here is a 9-piece molecular cluster, C39H42F6N6O3 overall at a distorted geometry from OMol25. Energies are from wB97M-V/def2-TZVPD.

Structure (ORCA input):
```
! wB97M-V def2-TZVPD RIJCOSX def2/J DEFGRID3
* xyz 0 1
F -2.49 1.46 -4.53
C -2.75 0.23 -4.25
C -2.09 -0.35 -3.15
C -2.41 -1.69 -2.84
C -3.23 -2.42 -3.72
C -3.78 -1.83 -4.81
C -3.59 -0.47 -5.12
H -1.45 0.29 -2.56
H -1.98 -2.22 -2.01
H -3.40 -3.45 -3.45
H -4.37 -2.37 -5.54
H -4.10 -0.02 -5.96
F 1.02 -2.35 -2.68
C 2.10 -1.63 -3.01
C 2.02 -0.22 -3.30
C 3.13 0.60 -3.22
C 4.41 -0.05 -3.03
C 4.53 -1.44 -2.84
C 3.43 -2.21 -2.72
H 1.03 0.18 -3.45
H 3.06 1.67 -3.38
H 5.26 0.60 -3.21
H 5.54 -1.82 -2.85
H 3.30 -3.25 -2.47
F -1.87 -5.38 3.05
C -1.80 -4.24 2.38
C -0.65 -3.87 1.72
C -0.64 -2.61 1.12
C -1.79 -1.83 1.08
C -2.94 -2.28 1.72
C -2.93 -3.45 2.47
H 0.18 -4.56 1.77
H 0.21 -2.19 0.60
H -1.79 -0.88 0.56
H -3.73 -1.56 1.63
H -3.81 -3.77 2.99
F -1.62 2.34 5.34
C -1.21 1.15 4.91
C -2.12 0.09 4.91
C -1.67 -1.16 4.69
C -0.32 -1.39 4.57
C 0.56 -0.39 4.74
C 0.19 0.93 4.93
H -3.15 0.11 5.23
H -2.42 -1.93 4.61
H 0.03 -2.41 4.46
H 1.60 -0.66 4.74
H 0.85 1.78 5.02
F -5.90 -0.66 -0.46
C -5.23 0.14 0.40
C -5.67 0.38 1.67
C -4.88 1.11 2.58
C -3.59 1.56 2.19
C -3.13 1.37 0.88
C -3.94 0.63 0.02
H -6.64 0.00 1.93
H -5.29 1.30 3.57
H -2.95 2.07 2.89
H -2.14 1.66 0.57
H -3.43 0.33 -0.89
F -0.64 5.83 -5.93
C 0.08 5.01 -5.12
C -0.68 4.31 -4.23
C -0.09 3.56 -3.22
C 1.28 3.60 -3.16
C 2.08 4.28 -4.11
C 1.49 5.05 -5.10
H -1.76 4.31 -4.24
H -0.70 3.09 -2.47
H 1.80 3.18 -2.32
H 3.15 4.19 -4.04
H 1.97 5.74 -5.77
N 4.30 2.45 3.60
C 3.90 1.38 3.20
N 4.88 0.54 2.94
O 2.76 1.16 2.94
H 5.27 2.68 3.77
H 3.51 3.08 3.55
H 5.75 0.96 3.23
H 4.70 -0.36 2.52
N 0.42 1.17 1.36
C 0.82 1.10 0.11
N 2.12 0.93 0.07
O 0.20 1.24 -0.86
H -0.54 1.47 1.34
H 1.04 1.17 2.15
H 2.55 1.02 -0.84
H 2.51 1.12 0.98
N 2.82 -2.02 1.37
C 3.92 -2.70 1.50
N 4.01 -3.63 0.60
O 4.66 -2.53 2.39
H 2.15 -2.11 0.62
H 2.76 -1.19 1.94
H 4.71 -4.34 0.75
H 3.23 -3.74 -0.03
*
```

Calculated values
* gap between HOMO and LUMO: 9.1 eV
* SMILES string: Fc1ccccc1.Fc1ccccc1.Fc1ccccc1.Fc1ccccc1.Fc1ccccc1.Fc1ccccc1.NC(N)=O.NC(N)=O.NC(N)=O

---

Record 2
Here is one molecule with the formula C4H10S from OMol25. Energies are from wB97M-V/def2-TZVPD.

Structure (ORCA input):
```
! wB97M-V def2-TZVPD RIJCOSX def2/J DEFGRID3
* xyz 0 1
C -1.85 0.98 0.99
C -1.69 0.23 -0.32
C -0.53 -0.77 -0.33
S 1.02 -0.15 0.41
C 2.09 -0.08 -1.04
H -1.75 0.28 1.83
H -2.80 1.50 1.07
H -1.06 1.72 1.13
H -2.59 -0.36 -0.48
H -1.59 0.92 -1.16
H -0.79 -1.65 0.25
H -0.30 -1.06 -1.35
H 1.98 -0.92 -1.71
H 3.12 -0.07 -0.70
H 1.93 0.84 -1.59
*
```

Calculated values
* relative energy (zero: lowest compared OMol25 entry of this formula, charge and spin): 2.15 kcal per mole
* gap between HOMO and LUMO: 9.5 eV
* SMILES string: CCCSC

---

Record 3
Here is a 33-piece molecular cluster, H66O33 overall at a distorted geometry from OMol25. Energies are from wB97M-V/def2-TZVPD.

Structure (ORCA input):
```
! wB97M-V def2-TZVPD RIJCOSX def2/J DEFGRID3
* xyz 0 1
O 6.38 6.96 9.77
H 7.26 6.93 10.15
H 6.09 7.86 9.91
O 6.69 7.24 13.13
H 6.86 6.35 13.43
H 7.33 7.39 12.44
O 10.63 9.05 12.87
H 9.95 9.15 13.54
H 11.20 9.81 12.99
O 10.29 11.64 6.03
H 10.08 10.88 6.58
H 11.13 11.42 5.64
O 12.45 11.11 8.62
H 12.56 10.16 8.73
H 12.97 11.32 7.85
O 12.84 13.41 10.11
H 13.42 13.91 9.53
H 12.95 12.50 9.83
O 7.66 14.60 9.87
H 8.18 15.33 10.22
H 6.76 14.82 10.10
O 13.52 8.67 8.79
H 14.35 8.79 8.33
H 13.65 7.88 9.32
O 12.46 11.37 13.93
H 12.99 10.86 14.53
H 12.85 11.22 13.07
O 5.68 13.34 11.46
H 5.57 12.57 12.01
H 6.57 13.27 11.11
O 8.87 7.18 11.00
H 9.45 7.53 10.32
H 9.32 6.40 11.33
O 13.51 10.37 11.39
H 12.86 10.31 10.69
H 14.35 10.41 10.93
O 9.09 9.39 14.89
H 8.59 10.17 15.13
H 9.60 9.18 15.67
O 11.30 14.06 6.55
H 10.92 13.22 6.30
H 12.24 13.89 6.59
O 11.35 14.98 11.69
H 11.87 14.85 12.48
H 11.86 14.58 10.99
O 6.49 11.98 8.22
H 5.70 12.42 8.53
H 7.02 12.68 7.83
O 7.07 11.40 14.50
H 6.46 11.94 15.01
H 7.84 11.96 14.38
O 10.77 6.20 13.64
H 10.33 7.00 13.37
H 11.37 6.47 14.33
O 15.48 11.78 9.77
H 15.87 11.77 8.90
H 15.50 12.71 10.03
O 9.49 13.18 14.20
H 9.45 12.69 13.38
H 10.05 13.93 14.01
O 13.25 11.99 5.94
H 13.83 11.72 5.22
H 13.63 12.81 6.25
O 13.28 5.90 9.75
H 13.81 5.11 9.65
H 12.54 5.63 10.30
O 6.99 9.92 6.51
H 6.34 10.08 5.82
H 6.72 10.49 7.23
O 11.18 8.49 5.26
H 10.31 8.33 5.64
H 11.78 8.00 5.82
O 14.79 13.13 12.76
H 14.21 13.00 12.00
H 14.19 13.28 13.49
O 10.67 8.24 8.98
H 11.39 7.61 9.02
H 10.34 8.17 8.09
O 8.29 12.37 11.53
H 8.99 11.78 11.27
H 8.38 13.13 10.95
O 13.79 7.72 12.57
H 14.14 8.60 12.40
H 12.88 7.88 12.83
O 6.62 9.71 10.14
H 7.38 10.27 10.31
H 6.19 10.11 9.38
O 8.35 14.20 7.31
H 8.15 14.53 8.18
H 9.26 13.91 7.36
O 5.29 10.65 12.60
H 5.52 10.09 11.86
H 6.10 10.73 13.11
O 9.02 8.27 6.82
H 8.70 7.49 7.28
H 8.29 8.89 6.87
O 9.99 10.89 10.20
H 10.78 11.30 9.84
H 10.14 9.95 10.09
*
```

Calculated values
* relative energy (zero: lowest compared OMol25 entry of this formula, charge and spin): 83.56 kcal per mole
* gap between HOMO and LUMO: 8.7 eV

---

Record 4
Here is an isolated ion of composition C12H13N2O and charge +1 at a distorted geometry from OMol25. Energies are from wB97M-V/def2-TZVPD.

Structure (ORCA input):
```
! wB97M-V def2-TZVPD RIJCOSX def2/J DEFGRID3
* xyz 1 1
C -1.74 2.01 -1.36
C -1.01 1.36 -0.46
C -0.46 2.06 0.75
C -1.16 -0.11 -0.38
C -2.42 -0.70 -0.51
C -2.60 -2.07 -0.31
C -1.57 -2.88 0.10
C -0.27 -2.38 0.17
C -0.08 -1.00 -0.05
N 1.18 -0.45 0.20
C 2.00 -1.07 1.11
N 3.15 -0.39 1.20
C 3.12 0.62 0.28
C 1.91 0.59 -0.35
O 1.40 1.39 -1.25
H -2.22 1.60 -2.12
H -1.59 3.11 -1.39
H 0.46 2.64 0.48
H -0.13 1.41 1.58
H -1.31 2.54 1.29
H -3.09 -0.08 -1.05
H -3.52 -2.52 -0.73
H -1.85 -4.03 0.13
H 0.53 -2.93 0.45
H 1.61 -1.84 1.67
H 3.76 -0.39 1.89
H 3.82 1.53 0.28
H 2.06 1.96 -1.60
*
```

Calculated values
* relative energy (zero: lowest compared OMol25 entry of this formula, charge and spin): 68.41 kcal per mole
* gap between HOMO and LUMO: 8.4 eV
* SMILES string: C=C(C)c1ccccc1-n1c[nH+]cc1O

---

Record 5
Here is a 2-piece molecular cluster, C2H8NO overall at a distorted geometry from OMol25. Energies are from wB97M-V/def2-TZVPD.

Structure (ORCA input):
```
! wB97M-V def2-TZVPD RIJCOSX def2/J DEFGRID3
* xyz 1 1
N 1.04 -1.79 1.10
H 0.32 -2.51 1.17
H 0.63 -0.92 0.73
H 1.47 -1.69 2.01
H 1.71 -2.09 0.39
C -1.14 2.04 -1.03
C -0.51 1.20 -0.23
O -0.05 -0.08 -0.69
H -1.50 2.97 -0.61
H -1.29 1.84 -2.08
H -0.17 1.31 0.77
H -0.50 -0.27 -1.52
*
```

Calculated values
* relative energy (zero: lowest compared OMol25 entry of this formula, charge and spin): 23.77 kcal per mole
* gap between HOMO and LUMO: 9.4 eV

---

Record 6
Here is an isolated ion of composition C16H24NO7S and charge +1 at a distorted geometry from OMol25. Energies are from wB97M-V/def2-TZVPD.

Structure (ORCA input):
```
! wB97M-V def2-TZVPD RIJCOSX def2/J DEFGRID3
* xyz 1 1
C 5.90 -1.66 2.51
C 4.99 -1.86 1.22
O 5.57 -1.08 0.15
C 4.59 -1.05 -0.92
C 4.12 0.44 -1.16
O 2.68 0.56 -1.27
C 2.39 1.95 -1.49
C 0.89 1.98 -2.01
O 0.10 1.31 -0.98
C -1.03 2.14 -0.78
N -2.05 1.54 0.10
C -2.40 2.28 1.24
C -3.41 1.86 2.19
S -3.82 2.86 3.65
C -4.10 0.58 1.92
C -5.24 0.09 2.88
O -6.13 0.86 3.11
O -5.28 -1.16 3.44
C -3.69 -0.19 0.75
C -2.65 0.31 -0.17
C -2.24 -0.54 -1.40
C -3.43 -1.28 -2.12
C -2.92 -2.75 -2.45
O -2.17 -2.92 -3.37
O -3.29 -3.83 -1.65
H 6.64 -0.85 2.27
H 5.26 -1.35 3.38
H 6.39 -2.63 2.80
H 3.95 -1.49 1.48
H 4.98 -2.94 0.88
H 3.77 -1.78 -0.73
H 5.15 -1.37 -1.85
H 4.46 1.07 -0.30
H 4.55 0.79 -2.14
H 3.10 2.41 -2.24
H 2.39 2.52 -0.52
H 0.61 3.06 -2.12
H 0.77 1.50 -3.02
H -0.72 3.15 -0.39
H -1.52 2.29 -1.80
H -1.86 3.24 1.42
H -3.01 2.29 4.62
H -4.36 -1.50 3.38
H -4.22 -1.16 0.56
H -1.64 0.05 -2.15
H -1.52 -1.33 -1.04
H -3.69 -0.83 -3.12
H -4.36 -1.39 -1.51
H -2.50 -4.21 -1.24
*
```

Calculated values
* gap between HOMO and LUMO: 6.7 eV
* SMILES string: CCOCCOCCOC[n+]1cc(S)c(C(=O)O)cc1CCC(=O)O

---

Record 7
Here is C70H45BBr2F5NO8 as an isolated structure at a distorted geometry from OMol25. Energies are from wB97M-V/def2-TZVPD.

Structure (ORCA input):
```
! wB97M-V def2-TZVPD RIJCOSX def2/J DEFGRID3
* xyz 0 1
C 2.27 -0.31 -2.26
C 0.86 0.19 -2.72
N -0.14 -0.47 -2.25
C 0.62 1.37 -3.72
B 1.06 2.82 -3.18
C 0.56 3.50 -1.82
Br 1.79 4.41 -0.58
C -0.78 3.53 -1.46
C -1.94 2.91 -2.31
Br -1.32 4.43 0.20
C 2.07 3.69 -4.10
F 1.65 3.49 -5.45
F 1.83 5.05 -3.83
C 3.57 3.31 -3.99
C 4.38 3.32 -5.23
C 5.82 3.02 -5.23
C 6.54 2.68 -3.98
C 5.72 2.67 -2.76
C 6.38 2.36 -1.37
F 6.20 3.52 -0.60
F 5.74 1.36 -0.70
F 7.74 2.19 -1.45
C 4.28 2.97 -2.76
H 2.16 -1.06 -1.44
H 2.95 0.55 -2.01
H 2.70 -0.87 -3.14
H -1.02 -0.10 -2.63
H -0.48 1.41 -4.00
H 1.16 1.13 -4.67
H -1.88 1.81 -2.45
H -2.91 3.11 -1.78
H -2.00 3.49 -3.27
H 3.90 3.59 -6.20
H 6.38 3.04 -6.19
H 7.63 2.47 -3.97
H 3.74 2.94 -1.79
C 7.12 1.11 2.06
C 8.16 0.85 2.95
C 7.90 0.27 4.19
C 6.59 -0.03 4.55
C 5.54 0.26 3.67
C 5.81 0.82 2.42
C 4.13 -0.01 4.06
O 3.22 0.23 3.29
C 3.86 -0.58 5.40
C 2.55 -0.79 5.81
C 2.28 -1.33 7.06
C 3.33 -1.68 7.90
C 4.64 -1.47 7.51
C 4.91 -0.91 6.26
C 6.32 -0.66 5.86
O 7.24 -0.96 6.60
H 7.33 1.55 1.10
H 9.18 1.09 2.67
H 8.71 0.06 4.87
H 5.00 1.03 1.73
H 1.73 -0.52 5.15
H 1.25 -1.49 7.37
H 3.12 -2.11 8.88
H 5.45 -1.74 8.17
C -8.77 -2.80 -3.83
C -7.97 -1.82 -4.42
C -6.68 -1.62 -3.97
C -6.18 -2.38 -2.91
C -6.99 -3.34 -2.31
C -8.28 -3.56 -2.78
C -6.49 -4.13 -1.15
O -7.20 -4.97 -0.63
C -5.12 -3.87 -0.65
C -4.66 -4.56 0.47
C -3.38 -4.33 0.95
C -2.55 -3.42 0.30
C -3.00 -2.73 -0.81
C -4.30 -2.94 -1.28
C -4.79 -2.17 -2.45
O -4.06 -1.37 -3.01
H -9.78 -2.96 -4.19
H -8.36 -1.22 -5.23
H -6.06 -0.86 -4.43
H -8.91 -4.31 -2.32
H -5.30 -5.27 0.98
H -3.02 -4.86 1.82
H -1.54 -3.24 0.67
H -2.36 -2.01 -1.31
C 2.69 10.01 -2.96
C 3.37 11.20 -2.74
C 4.73 11.19 -2.47
C 5.42 9.97 -2.42
C 4.73 8.78 -2.62
C 3.37 8.80 -2.90
C 5.43 7.48 -2.51
O 4.83 6.43 -2.68
C 6.88 7.47 -2.17
C 7.54 6.25 -2.01
C 8.89 6.24 -1.71
C 9.59 7.43 -1.58
C 8.94 8.64 -1.73
C 7.58 8.67 -2.02
C 6.88 9.97 -2.15
O 7.49 11.01 -2.03
H 1.63 10.02 -3.18
H 2.84 12.15 -2.78
H 5.26 12.12 -2.31
H 2.83 7.87 -3.07
H 7.00 5.32 -2.12
H 9.40 5.29 -1.58
H 10.65 7.42 -1.35
H 9.49 9.57 -1.62
C -9.55 -7.60 -0.10
C -10.31 -8.76 -0.17
C -10.53 -9.52 0.97
C -9.98 -9.13 2.18
C -9.19 -7.99 2.25
C -8.98 -7.22 1.10
C -8.54 -7.58 3.52
O -7.86 -6.58 3.58
C -8.74 -8.43 4.72
C -8.10 -8.10 5.91
C -8.29 -8.88 7.04
C -9.14 -9.99 6.99
C -9.77 -10.33 5.81
C -9.57 -9.56 4.67
C -10.23 -9.95 3.40
O -10.96 -10.92 3.35
H -9.38 -7.00 -0.99
H -10.74 -9.07 -1.12
H -11.14 -10.42 0.91
H -8.38 -6.31 1.15
H -7.45 -7.24 5.96
H -7.79 -8.63 7.97
H -9.29 -10.60 7.88
H -10.42 -11.19 5.77
*
```

Calculated values
* gap between HOMO and LUMO: 8.3 eV

---

Record 8
Here is one molecule with the formula C18H14BClFN3O3S at a distorted geometry from OMol25. Energies are from wB97M-V/def2-TZVPD.

Structure (ORCA input):
```
! wB97M-V def2-TZVPD RIJCOSX def2/J DEFGRID3
* xyz 0 1
O 0.27 0.32 1.87
C -0.80 0.80 1.62
N -1.38 1.88 2.34
C -0.79 2.62 3.37
C 0.41 2.12 3.85
C 1.05 2.89 4.82
C 0.38 3.91 5.49
F 0.95 4.55 6.53
C -0.89 4.23 4.99
N -1.50 3.58 3.97
C -1.43 0.32 0.31
C -1.43 1.04 -0.84
N -1.82 0.50 -2.01
C -2.04 -0.78 -2.05
S -2.17 -1.49 -3.71
C -0.46 -1.37 -4.04
C 0.42 -2.09 -3.02
C 0.32 -3.51 -3.05
C 1.17 -4.32 -2.31
C 2.20 -3.69 -1.67
C 2.25 -2.32 -1.55
C 1.40 -1.44 -2.23
B 1.36 0.20 -2.24
O 1.68 0.81 -3.45
O 1.48 0.92 -1.05
C -2.07 -1.62 -0.95
Cl -2.43 -3.37 -1.26
C -1.76 -1.04 0.29
H -2.30 2.20 2.09
H 0.87 1.25 3.47
H 2.07 2.56 5.15
H -1.32 5.08 5.46
H -1.30 2.14 -0.82
H -0.18 -0.24 -4.11
H -0.15 -1.90 -4.97
H -0.48 -3.96 -3.59
H 1.01 -5.36 -2.36
H 2.85 -4.26 -1.01
H 2.96 -1.93 -0.84
H 1.99 1.73 -3.60
H 1.22 0.70 -0.09
H -1.61 -1.66 1.18
*
```

Calculated values
* relative energy (zero: lowest compared OMol25 entry of this formula, charge and spin): 13.39 kcal per mole
* gap between HOMO and LUMO: 8.5 eV
* SMILES string: O=C(Nc1ccc(F)cn1)c1cnc(SCc2ccccc2B(O)O)c(Cl)c1

---

Record 9
Here is C3H3Br2NS as an isolated structure at a distorted geometry from OMol25. Energies are from wB97M-V/def2-TZVPD.

Structure (ORCA input):
```
! wB97M-V def2-TZVPD RIJCOSX def2/J DEFGRID3
* xyz 0 1
C -0.94 1.36 -0.62
C -1.47 -0.27 0.21
C 0.82 0.61 0.51
N 0.30 1.50 -0.27
S -0.08 -0.81 0.91
Br -3.10 -1.05 0.21
Br 2.47 -2.61 -0.67
H -1.61 1.97 -0.97
H 1.81 -1.31 -0.20
H 1.79 0.60 0.91
*
```

Calculated values
* relative energy (zero: lowest compared OMol25 entry of this formula, charge and spin): 57.46 kcal per mole
* gap between HOMO and LUMO (spin up / spin down): 8.0 / 8.0 eV

---

Copy entry 5 word for word.
Here is a 2-piece molecular cluster, C2H8NO overall at a distorted geometry from OMol25. Energies are from wB97M-V/def2-TZVPD.

Structure (ORCA input):
```
! wB97M-V def2-TZVPD RIJCOSX def2/J DEFGRID3
* xyz 1 1
N 1.04 -1.79 1.10
H 0.32 -2.51 1.17
H 0.63 -0.92 0.73
H 1.47 -1.69 2.01
H 1.71 -2.09 0.39
C -1.14 2.04 -1.03
C -0.51 1.20 -0.23
O -0.05 -0.08 -0.69
H -1.50 2.97 -0.61
H -1.29 1.84 -2.08
H -0.17 1.31 0.77
H -0.50 -0.27 -1.52
*
```

Calculated values
* relative energy (zero: lowest compared OMol25 entry of this formula, charge and spin): 23.77 kcal per mole
* gap between HOMO and LUMO: 9.4 eV